No. 1
Entry from the OMol25 dataset: a molecular structure, C39H27F2IN2PPt at a distorted geometry (ωB97M-V/def2-TZVPD).

```
73
Properties=species:S:1:pos:R:3:forces:R:3
Pt -0.06349 -0.81995 0.24559 -0.1 0.2 -0.4
F -5.34560 -1.34291 -0.91519 0.5 -0.3 0.2
C -4.20520 -1.86777 -0.37996 0.4 0.3 0.0
C -2.99951 -1.19729 -0.51978 -0.9 0.0 -0.3
C -1.84197 -1.72404 0.02727 0.6 -0.4 0.3
C -1.89366 -2.97859 0.71128 -1.0 0.4 -0.4
C -3.14905 -3.59077 0.84903 0.3 0.1 0.0
F -3.29850 -4.75717 1.54662 0.1 0.2 -0.2
C -4.30190 -3.06121 0.31555 -0.2 -0.1 0.0
C -0.63405 -3.49328 1.16641 1.2 -0.1 0.0
C -0.43135 -4.72240 1.80717 -0.2 0.1 -0.1
C 0.83208 -5.13108 2.14977 0.8 0.5 -0.2
C 1.92342 -4.30084 1.83285 -0.7 -0.6 0.2
C 1.67175 -3.10684 1.20120 0.5 0.0 -0.2
N 0.44929 -2.68174 0.87386 -1.0 -0.7 0.5
H -2.99779 -0.25102 -1.03860 0.1 0.1 0.0
H -5.24665 -3.56847 0.43299 0.0 0.0 0.0
H -1.27801 -5.35022 2.02411 -0.1 0.0 0.0
H 0.99232 -6.07773 2.64180 0.0 -0.1 0.1
H 2.93432 -4.59043 2.08147 0.0 0.1 -0.1
H 2.49914 -2.45861 0.93373 -0.2 0.1 0.0
I 2.22870 0.42586 0.91307 -0.6 -0.4 -0.2
C 3.68776 1.65593 -0.09868 0.7 -0.3 0.2
C 5.00217 1.25129 0.04674 -1.5 0.0 -0.1
C 6.03332 2.09441 -0.34312 0.4 1.0 -0.5
C 5.73830 3.34157 -0.85119 0.4 -0.6 0.2
C 4.40374 3.75214 -1.04425 -0.3 0.0 0.1
C 4.11209 5.02027 -1.57011 -0.3 0.3 -0.2
C 2.80943 5.41317 -1.78260 0.9 0.4 0.0
C 1.77035 4.54832 -1.48913 0.4 -0.7 0.5
C 1.99591 3.29359 -0.93780 -1.4 1.2 -1.1
P 0.34403 2.23820 -0.74587 2.0 0.1 0.4
C -0.12470 2.28960 -2.50819 0.1 -0.2 0.2
C -1.43931 1.97762 -2.87377 0.1 0.0 0.1
C -1.83754 1.99329 -4.19507 -0.1 0.0 -0.2
C -0.92852 2.29693 -5.19620 0.0 0.0 -0.1
C 0.39513 2.53858 -4.85553 -0.1 -0.1 -0.2
C 0.79581 2.52702 -3.53523 0.0 0.1 0.1
C -0.36304 3.65878 0.22115 0.2 -0.2 -0.2
C -1.25485 4.62528 -0.22593 0.2 -0.1 0.0
C -1.77398 5.55348 0.66003 -0.1 0.2 0.0
C -1.41108 5.53065 1.99547 0.0 0.2 0.1
C -0.47439 4.61097 2.43634 0.0 0.0 0.0
C 0.04941 3.69160 1.54965 0.1 0.0 0.1
C 3.31994 2.87891 -0.68666 0.7 0.3 -0.2
H 5.21978 0.28752 0.48204 0.0 -0.2 0.2
H 7.06098 1.78086 -0.21611 0.1 0.0 0.0
H 6.53154 4.03179 -1.10941 0.1 0.0 0.0
H 4.93273 5.68193 -1.80409 0.1 0.1 -0.1
H 2.59525 6.39292 -2.18692 0.0 0.1 -0.1
H 0.76389 4.86739 -1.71520 -0.1 0.0 0.0
H -2.14530 1.69413 -2.10950 0.0 0.0 0.0
H -2.86181 1.75291 -4.44840 -0.1 0.0 0.0
H -1.24160 2.32437 -6.23077 0.0 0.0 -0.1
H 1.12247 2.72428 -5.63510 0.1 0.0 0.0
H 1.83761 2.69707 -3.30491 0.0 0.0 0.0
H -1.56843 4.63702 -1.26279 0.0 0.0 -0.1
H -2.47344 6.29956 0.30817 -0.1 0.0 0.0
H -1.84811 6.23427 2.69121 0.0 0.1 0.0
H -0.15160 4.60674 3.46895 0.0 0.0 0.1
H 0.77940 2.96980 1.89479 0.0 -0.1 0.0
N -0.77117 1.06816 -0.14316 -0.6 -1.4 0.5
C -1.80724 1.36195 0.72551 -0.6 -0.2 0.2
C -2.84473 2.23951 0.37922 0.0 -0.2 0.0
C -3.92541 2.42938 1.21118 -0.1 0.1 0.1
C -4.02193 1.74319 2.41002 -0.2 0.0 0.2
C -3.00223 0.87880 2.77863 -0.1 0.0 0.1
C -1.90531 0.70475 1.96433 0.2 0.1 0.3
H -2.81278 2.76292 -0.56345 0.0 -0.1 0.0
H -4.70493 3.11695 0.91134 -0.1 0.0 0.0
H -4.87211 1.88289 3.06086 -0.1 0.0 0.0
H -3.05935 0.33866 3.71441 0.0 0.0 0.1
H -1.08749 0.04887 2.28158 -0.3 0.3 -0.1
```
Positions in Å, forces in eV/Å.

## Properties
**HOMO-LUMO gap (alpha / beta)**: 4.1 / 4.1 eV
**E_HOMO (alpha / beta)**: -1.712 / -1.717 eV
**Charge**: -1
**Molecular weight**: 914.6 g/mol

No. 2
Entry from the OMol25 dataset: a molecular structure, C39H28BrF4FeN5OP at a distorted geometry (ωB97M-V/def2-TZVPD).

```
80
Properties=species:S:1:pos:R:3:forces:R:3
Fe 1.00464 -1.01946 -0.57973 -1.4 -1.0 -0.4
C 1.51219 -5.46453 -1.09655 0.1 0.1 -0.1
C 0.40133 -6.03073 -0.47416 -0.1 0.1 0.0
C -0.66964 -5.22820 -0.14891 0.1 0.0 0.0
C -0.62410 -3.85401 -0.43673 0.3 0.0 -0.3
N 0.49091 -3.30526 -0.95811 0.3 0.2 0.2
C 1.51046 -4.10170 -1.30124 0.0 -0.2 0.0
N -1.79157 -3.14441 -0.26663 -0.4 0.1 0.3
C -1.94220 -1.96973 -0.77712 0.2 -0.2 -0.1
N -0.96521 -1.15594 -1.29108 0.6 0.4 0.2
C -1.55294 -0.20039 -2.06953 0.2 -0.1 -0.2
N -0.98737 0.63822 -2.86952 -0.4 0.4 0.1
C 0.34897 0.68391 -3.14519 0.3 -0.2 0.0
C 0.73812 1.58150 -4.15755 0.1 -0.1 0.0
C 2.04903 1.64392 -4.56271 -0.1 0.0 0.0
C 2.98265 0.78638 -3.98167 0.0 -0.1 0.0
C 2.54697 -0.05908 -2.99183 0.1 0.0 -0.2
N 1.27789 -0.09928 -2.54812 0.1 -0.1 0.7
C -3.01982 -0.31226 -1.94010 -0.2 -0.2 0.4
C -4.04989 0.40766 -2.50416 0.1 0.1 0.0
C -5.34950 0.04586 -2.16107 0.0 0.1 0.0
C -5.59145 -1.00586 -1.28506 0.0 -0.1 0.0
C -4.54685 -1.74475 -0.73420 0.0 -0.1 0.0
C -3.26245 -1.37973 -1.07624 -0.1 0.3 -0.1
H 2.35382 -6.06479 -1.41125 0.0 0.0 0.0
H 0.37071 -7.09352 -0.27306 0.0 0.0 0.0
H -1.57298 -5.62888 0.28778 0.0 0.0 0.0
H 2.36002 -3.60537 -1.75767 0.0 -0.1 0.0
H -0.03459 2.18809 -4.60626 0.0 0.0 0.0
H 2.34826 2.33368 -5.34086 0.0 0.0 0.0
H 4.01649 0.78523 -4.29541 0.0 -0.1 0.0
H 3.23564 -0.74939 -2.51427 0.0 0.0 0.0
H -3.83564 1.21880 -3.18664 -0.1 0.0 0.0
H -6.18779 0.58627 -2.58142 0.0 0.0 0.0
H -6.61273 -1.26880 -1.04157 0.0 0.0 0.0
H -4.73612 -2.57020 -0.06091 0.0 0.0 0.0
F 0.83915 1.78366 6.76589 0.0 0.0 0.1
C 0.79144 1.74069 5.44858 0.0 0.0 -0.1
C -0.17128 2.45156 4.75809 0.1 0.0 0.0
F -1.04097 3.19867 5.41821 0.0 0.1 0.1
C -0.22259 2.40437 3.37238 0.2 0.0 -0.1
F -1.10431 3.22419 2.80743 -0.1 0.0 0.0
C 0.64010 1.60514 2.62173 0.1 -0.5 0.1
P 0.49358 1.21985 0.79992 0.2 1.0 0.2
C -1.20428 1.82258 0.49159 0.0 -0.4 -0.1
C -1.51099 2.84144 -0.40285 0.0 0.0 0.1
C -2.80058 3.34840 -0.44999 -0.1 0.0 -0.1
C -3.78947 2.82992 0.37219 0.0 0.1 0.0
C -3.50923 1.75257 1.19911 0.0 -0.1 0.0
C -2.22735 1.23571 1.23896 0.1 0.0 0.0
C 1.58016 2.54361 0.15420 -0.1 -0.2 -0.2
C 1.31252 3.89294 0.38747 0.0 0.0 0.0
C 2.12622 4.86521 -0.16822 0.0 0.1 0.1
C 3.21718 4.50483 -0.94907 0.0 0.0 0.0
C 3.50706 3.16589 -1.15619 0.1 0.0 0.0
C 2.69363 2.19068 -0.60012 -0.1 0.0 0.1
C 1.66136 0.97319 3.34981 -0.1 0.1 -0.1
Br 3.09477 0.13779 2.45740 0.1 0.1 0.2
C 1.73471 1.02847 4.72931 0.1 -0.1 -0.2
F 2.71357 0.40395 5.37515 0.0 0.0 0.1
H -0.74973 3.26210 -1.04386 0.0 0.0 0.0
H -3.02716 4.16510 -1.12348 0.0 0.0 0.0
H -4.77951 3.26722 0.37276 0.0 0.0 -0.1
H -4.28284 1.32923 1.82629 0.0 0.0 0.0
H -2.00239 0.40546 1.90228 0.0 0.0 0.0
H 0.46407 4.18221 0.99510 0.0 0.0 0.0
H 1.90846 5.91034 0.00899 0.0 0.0 0.0
H 3.84838 5.26988 -1.38113 0.0 0.0 0.0
H 4.36902 2.88176 -1.74588 0.0 0.0 0.0
H 2.93731 1.14381 -0.73366 0.0 0.0 0.0
C 0.84468 -2.89750 2.62964 -0.1 0.1 -0.1
C 2.09885 -2.93916 1.81410 -0.3 -0.1 0.2
C 3.18772 -3.86149 2.24357 0.2 0.1 -0.2
O 2.22587 -2.23561 0.82132 0.0 0.4 -0.5
H 0.96347 -3.36886 3.60169 0.0 0.0 0.0
H 0.06509 -3.42508 2.07134 0.0 -0.1 0.0
H 0.50605 -1.86634 2.74617 0.0 0.0 0.0
H 2.78765 -4.83756 2.51626 0.0 0.0 0.0
H 3.65807 -3.43511 3.13474 0.0 0.0 0.0
H 3.93726 -3.95894 1.46154 0.0 0.0 0.0
```
Positions in Å, forces in eV/Å.

## Properties
**HOMO-LUMO gap (alpha / beta)**: 7.4 / 7.5 eV
**⟨S²⟩**: 6.012
**E_HOMO (alpha / beta)**: -10.524 / -10.543 eV
**Charge**: +1
**Molecular weight**: 825.4 g/mol
**2S+1**: 5

No. 3
Entry from the OMol25 dataset: a molecular structure, C39H28Cl6N8O4S3SeSr at a distorted geometry (ωB97M-V/def2-TZVPD).

```
90
Properties=species:S:1:pos:R:3:forces:R:3
Sr 0.49596 -0.23337 1.94428 0.1 -0.4 -1.9
C 3.58896 2.46246 -0.57795 0.1 -0.1 -0.1
C 3.32546 1.20252 -1.34008 -0.3 -0.3 0.1
N 2.16404 0.60222 -1.39114 0.4 0.3 0.1
C 2.21628 -0.53606 -2.16658 -0.2 0.0 0.2
C 3.43212 -0.80459 -2.70855 0.1 -0.1 0.1
S 4.55475 0.38495 -2.21601 0.1 0.0 -0.1
C 0.98829 -1.31998 -2.36192 0.1 0.0 0.2
C 0.79400 -2.20821 -3.37397 0.0 0.1 -0.1
S -0.77081 -2.87672 -3.24046 0.1 -0.2 -0.1
C -1.05138 -1.96315 -1.81384 0.1 0.3 0.2
N -0.06504 -1.17526 -1.48137 -0.1 -0.3 -0.1
C -2.32496 -2.11110 -1.04842 -0.1 0.1 -0.2
H 2.66065 2.79714 -0.12774 -0.1 0.0 0.0
H 3.96771 3.25148 -1.23051 0.0 -0.1 0.0
H 4.32189 2.29479 0.21533 0.0 0.0 0.0
H 3.72068 -1.64799 -3.31883 0.0 0.1 0.1
H 1.46261 -2.45471 -4.18737 -0.1 0.1 0.1
H -3.07012 -2.65957 -1.62852 0.1 0.0 0.0
H -2.70775 -1.11457 -0.82237 0.0 -0.1 -0.1
H -2.14169 -2.64928 -0.11397 0.0 0.1 -0.3
N 2.16049 3.78473 3.35405 -0.2 0.0 -0.1
C 1.45867 4.53374 2.42197 0.1 0.0 0.1
C 1.30076 5.90554 2.24147 0.0 -0.1 0.0
C 0.51001 6.29662 1.17767 0.0 0.0 0.0
C -0.10369 5.35800 0.33008 0.0 0.0 0.0
C 0.06085 3.99916 0.51414 0.0 0.0 0.0
C 0.86686 3.59142 1.57868 -0.1 -0.2 -0.1
N 1.21368 2.30370 1.98854 0.1 0.3 0.1
C 1.96427 2.47245 3.04748 0.2 0.2 0.1
C 2.55215 1.39599 3.84830 0.0 0.1 -0.1
C 2.94490 1.48036 5.14720 0.0 0.1 0.1
S 3.54723 -0.02846 5.65530 0.0 0.0 0.1
C 3.23526 -0.67094 4.11373 0.1 -0.2 -0.3
N 2.71929 0.16536 3.25844 0.1 0.2 0.5
H 2.70588 4.12788 4.12340 0.0 0.0 0.0
H 1.76375 6.63118 2.89999 0.0 -0.1 0.0
H 0.35138 7.35344 0.99708 0.0 -0.1 0.0
H -0.73367 5.70708 -0.48079 0.1 0.0 0.1
H -0.45004 3.27916 -0.11938 0.1 0.0 0.1
H 2.85971 2.31486 5.82877 0.0 -0.1 -0.1
H 3.45559 -1.70469 3.86429 -0.1 0.2 0.1
N -2.04618 -0.26454 1.55949 -0.2 0.0 0.1
C -3.06758 -0.77113 1.67231 -0.2 0.2 0.1
C -4.34664 -1.40849 1.80643 0.3 0.0 0.1
C -4.57111 -2.17938 2.94696 -0.1 0.0 0.0
C -5.78936 -2.82604 3.08012 0.1 0.0 0.0
C -6.75553 -2.69563 2.09135 -0.1 0.0 0.0
C -6.52143 -1.92115 0.96203 0.0 0.0 0.0
C -5.30829 -1.26927 0.80926 -0.1 0.0 0.0
H -3.79683 -2.25779 3.70148 0.0 0.0 0.0
H -5.98224 -3.43210 3.95654 0.0 0.0 0.0
H -7.70470 -3.20519 2.20203 0.0 0.0 0.0
H -7.28637 -1.82624 0.20041 0.1 0.0 0.0
H -5.10148 -0.65814 -0.06154 0.0 0.0 0.0
C -3.11136 0.63099 -4.43592 0.1 0.0 0.0
N -1.76389 0.96420 -4.02166 0.1 0.0 -0.1
C -1.40438 1.41812 -2.79267 0.1 0.0 0.2
Se -2.46898 1.74209 -1.33267 0.0 0.0 -0.2
N -0.05994 1.59926 -2.81503 -0.2 0.1 -0.2
C 0.45552 1.25584 -4.05726 0.0 0.1 0.0
C 1.74340 1.26635 -4.56899 0.0 0.1 0.0
C 1.90213 0.83545 -5.87990 0.1 0.0 0.0
C 0.81521 0.41861 -6.65037 0.0 0.0 0.0
C -0.47711 0.42120 -6.13898 0.0 0.0 0.0
C -0.63117 0.84771 -4.82914 -0.1 0.0 0.0
H -3.76669 0.78633 -3.58311 0.0 0.0 0.0
H -3.15459 -0.41308 -4.74943 0.0 0.0 0.0
H -3.42151 1.27300 -5.26154 0.0 0.0 0.0
H 0.48271 1.69215 -1.96062 0.0 -0.1 -0.2
H 2.59060 1.58740 -3.96914 -0.2 0.0 -0.1
H 2.89527 0.82487 -6.31504 -0.1 0.0 0.0
H 0.98167 0.09192 -7.67061 0.0 0.0 0.1
H -1.32103 0.10229 -6.73905 0.0 0.0 0.0
O 0.07857 -0.25972 6.05941 0.0 0.0 0.0
Cl -0.55268 -0.48423 4.80233 0.0 0.2 -0.3
O 0.18691 -1.49324 4.02844 -0.3 -0.2 0.7
O -1.91559 -0.87880 4.94881 0.1 0.0 0.1
O -0.47003 0.73513 3.97079 -0.3 -0.1 0.8
Cl -1.30861 -3.69873 1.85001 0.4 -0.2 0.2
C 0.44792 -3.89106 1.60311 -0.5 -0.1 -0.1
C 1.17601 -2.76881 1.25755 0.1 -0.1 0.4
C 2.52091 -3.02604 1.13282 0.5 0.2 -0.3
Cl 3.60170 -1.65764 0.71223 -0.2 -0.2 0.1
C 3.13995 -4.26649 1.28941 -0.1 -0.1 0.0
Cl 4.84836 -4.47963 1.11014 -0.1 0.0 0.0
C 2.33596 -5.36145 1.60118 0.0 0.1 0.0
Cl 3.03403 -6.92741 1.77976 0.0 0.0 0.0
C 0.96056 -5.17616 1.76085 0.1 0.0 0.0
Cl -0.03706 -6.53290 2.13696 0.0 0.0 0.0
```
Positions in Å, forces in eV/Å.

## Properties
**HOMO-LUMO gap**: 7.6 eV
**E_HOMO**: -7.535 eV
**Charge**: 0
**Molecular weight**: 1148.2 g/mol